Model i:
{
  "formula": "C3H3NO2",
  "method": "ωB97M-V/def2-TZVPD",
  "charge": 0,
  "gap_ev": [8.15, 7.53],
  "lumo_energy_ev": [-1.2, -1.2],
  "symbols": ["O", "C", "C", "O", "C", "N", "H", "H", "H"],
  "coordinates": [[-0.10802, 1.43331, -0.72049], [0.13602, 0.20328, -0.28143], [-1.04062, -0.59051, 0.09236], [-2.14917, -0.11102, -0.07733], [1.47518, -0.24015, -0.01369], [2.60700, -0.61358, -0.04551], [-1.07171, 1.57445, -0.58423], [1.07362, -0.07084, 1.11256], [-0.87423, -1.60865, 0.47386]]
}

Model ii:
{
  "formula": "C3H3NO2",
  "method": "ωB97M-V/def2-TZVPD",
  "charge": 0,
  "gap_ev": 9.11,
  "smiles": "O=C/C=N\\C=O",
  "lumo_energy_ev": -0.7,
  "symbols": ["O", "C", "C", "N", "C", "O", "H", "H", "H"],
  "coordinates": [[-0.07490, 0.49608, -1.96575], [0.60830, 0.98975, -1.14712], [0.75258, 0.41966, 0.39753], [0.09214, -0.53366, 0.76702], [-1.10511, -1.15814, 0.60313], [-1.39298, -2.27624, 0.26486], [1.25566, 1.90676, -1.25419], [1.54665, 0.66925, 1.09503], [-1.68234, -0.51346, 1.23948]]
}

Model iii:
{
  "formula": "C3H3NO2",
  "method": "ωB97M-V/def2-TZVPD",
  "charge": 0,
  "gap_ev": 10.90,
  "lumo_energy_ev": 0.7,
  "symbols": ["C", "C", "C", "N", "O", "O", "H", "H", "H"],
  "coordinates": [[0.55398, 0.74913, 2.38549], [-0.16196, -1.96515, 1.98821], [0.00964, 0.06374, 0.07379], [0.22992, 0.04030, 1.47896], [0.72383, -2.39576, 2.56060], [0.82715, 1.24773, 3.39363], [0.18679, 1.05510, -0.34286], [-1.02114, -0.23769, -0.11700], [0.68640, -0.65129, -0.39491]]
}

Relative energies, eV: model i 3.222; model ii 1.335; model iii 0.000.

Model i:
{
  "formula": "C7H11N2S2",
  "method": "ωB97M-V/def2-TZVPD",
  "charge": 1,
  "gap_ev": 10.04,
  "smiles": "[NH3+]CC(S)(S)c1ccccn1",
  "lumo_energy_ev": -3.2,
  "symbols": ["N", "C", "C", "S", "S", "C", "C", "C", "C", "C", "N", "H", "H", "H", "H", "H", "H", "H", "H", "H", "H", "H"],
  "coordinates": [[1.63290, 0.89493, 2.07627], [0.63815, 0.07169, 1.44356], [0.44666, 0.68837, 0.11030], [-0.54914, 2.33920, 0.38414], [2.15374, 1.12408, -0.63131], [-0.33447, -0.15381, -0.85576], [-1.57864, 0.11749, -1.31777], [-2.10576, -0.96963, -2.02583], [-1.37663, -2.08373, -2.46927], [-0.12916, -2.13040, -1.96747], [0.37925, -1.25050, -1.14405], [1.13274, 1.72090, 2.34718], [2.39151, 1.12382, 1.38693], [1.85854, 0.39471, 2.91600], [-0.17155, 0.02200, 2.06135], [0.86652, -0.96472, 1.27309], [-0.13109, 2.75750, -0.70255], [2.50134, -0.14961, -0.72070], [-2.22575, 0.86920, -1.06728], [-3.09982, -0.78370, -2.54643], [-1.85136, -2.95905, -3.03062], [0.51780, -3.04270, -1.94541]]
}

Model ii:
{
  "formula": "C7H11N2S2",
  "method": "ωB97M-V/def2-TZVPD",
  "charge": 1,
  "gap_ev": 9.20,
  "lumo_energy_ev": -3.2,
  "symbols": ["C", "C", "C", "C", "C", "C", "C", "N", "N", "S", "S", "H", "H", "H", "H", "H", "H", "H", "H", "H", "H", "H"],
  "coordinates": [[-2.81644, -1.01540, 0.09762], [-3.36092, 0.18840, -0.18781], [-1.47461, -1.20079, 0.30196], [-2.57967, 1.28413, 0.04978], [-0.81769, -0.03218, 0.28370], [1.48447, -0.12444, -0.92617], [1.24423, 0.16365, 0.53263], [-1.28002, 1.13540, 0.30832], [2.99064, -0.20771, -1.23493], [2.10673, -1.20302, 1.44692], [1.85918, 1.91813, 0.87112], [-3.51088, -1.86742, 0.14946], [-4.48667, 0.25646, -0.14022], [-1.17631, -2.15310, 0.53179], [-2.98886, 2.25610, 0.05018], [1.06917, -1.02572, -1.23622], [0.93138, 0.68066, -1.61425], [3.25574, -0.80835, -1.98321], [3.44088, -0.48814, -0.31895], [3.37824, 0.72232, -1.29629], [1.79666, -0.84705, 2.65711], [0.93476, 2.36806, 1.65745]]
}

Model iii:
{
  "formula": "C7H11N2S2",
  "method": "ωB97M-V/def2-TZVPD",
  "charge": 1,
  "gap_ev": 6.97,
  "lumo_energy_ev": -3.5,
  "symbols": ["N", "C", "N", "C", "C", "H", "H", "H", "H", "C", "C", "S", "C", "S", "C", "H", "H", "H", "H", "H", "H", "H"],
  "coordinates": [[-1.79999, -0.25422, 0.00008], [-2.97596, 0.39485, 0.00007], [-4.01736, -0.48776, 0.00003], [-3.52398, -1.76366, 0.00003], [-2.18913, -1.62159, 0.00006], [-3.20609, 1.45680, 0.00003], [-5.00972, -0.22752, 0.00004], [-4.16663, -2.60599, 0.00004], [-1.46764, -2.34830, 0.00002], [3.31798, 0.26765, 0.00045], [2.54357, 0.66716, 1.25172], [0.92445, -0.22014, 1.28097], [-0.41795, 0.41572, -0.00017], [0.92631, -0.21944, -1.28076], [2.54430, 0.66683, -1.25124], [4.35185, 0.60122, -0.00038], [3.42480, -0.80209, -0.00032], [3.17318, 0.46541, 2.14149], [2.37090, 1.74696, 1.19691], [-0.34581, 1.65647, 0.00028], [2.37044, 1.74620, -1.19721], [3.17247, 0.46544, -2.14211]]
}

Relative energies, eV: model i 0.000; model ii 1.522; model iii 1.710.

Model i:
{
  "formula": "C4H9NOS",
  "method": "ωB97M-V/def2-TZVPD",
  "charge": 0,
  "gap_ev": 9.66,
  "lumo_energy_ev": 0.8,
  "symbols": ["C", "C", "C", "C", "N", "O", "S", "H", "H", "H", "H", "H", "H", "H", "H", "H"],
  "coordinates": [[2.06100, -1.44305, -0.09561], [2.22035, 0.02255, -0.30163], [0.87367, -0.50927, 0.27408], [-2.22557, 1.38889, 0.29261], [-1.40683, 0.70595, -0.72118], [-1.57002, -1.36292, 0.77624], [-0.84737, -0.91581, -0.40528], [1.73024, -2.01779, -0.99481], [2.62934, -1.92064, 0.63812], [2.80941, 0.50050, 0.46495], [2.14678, 0.44718, -1.23707], [0.87730, -0.34130, 1.36894], [-3.29170, 1.44274, -0.07049], [-2.24396, 0.74924, 1.17913], [-1.97084, 2.40498, 0.53181], [-1.79181, 0.84874, -1.69980]]
}

Model ii:
{
  "formula": "C4H9NOS",
  "method": "ωB97M-V/def2-TZVPD",
  "charge": 0,
  "gap_ev": 7.58,
  "lumo_energy_ev": -1.6,
  "symbols": ["C", "C", "S", "C", "N", "C", "O", "H", "H", "H", "H", "H", "H", "H", "H", "H"],
  "coordinates": [[-0.64297, 0.20269, 0.28928], [-1.77620, -0.43062, 1.13169], [-2.67050, -1.42059, -0.05216], [0.76158, 0.36757, 0.78955], [1.77104, 0.62023, -0.17085], [1.86887, -0.20089, -1.40767], [1.11634, 0.40594, 1.95966], [-0.51929, -0.46838, -0.58336], [-0.95946, 1.11270, -0.21027], [-1.52151, -0.94558, 2.04675], [-2.23921, 0.51204, 1.63094], [-3.69221, 0.35010, -0.59710], [2.63995, 0.87198, 0.27368], [1.69484, -1.21151, -1.11624], [1.22202, 0.17312, -2.20561], [2.94673, 0.06120, -1.77832]]
}

Model iii:
{
  "formula": "C4H9NOS",
  "method": "ωB97M-V/def2-TZVPD",
  "charge": 0,
  "gap_ev": 9.13,
  "smiles": "C[C@@H](CS)NC=O",
  "lumo_energy_ev": 0.6,
  "symbols": ["C", "C", "C", "S", "N", "C", "O", "H", "H", "H", "H", "H", "H", "H", "H", "H"],
  "coordinates": [[-1.30267, -1.13245, -0.73347], [-0.61898, -0.33720, 0.33108], [0.80698, -0.79266, 0.75162], [2.31231, 0.09912, 1.34684], [-0.59497, 1.15721, 0.11358], [0.32545, 1.99347, -0.45530], [1.46864, 2.30902, -0.36323], [-0.91445, -0.87320, -1.72372], [-0.97153, -2.21317, -0.52595], [-2.46631, -1.03955, -0.76108], [-1.29030, -0.64354, 1.15640], [1.31688, -1.41784, -0.03395], [0.66010, -1.54010, 1.61481], [3.08320, 0.29314, 0.29763], [-1.51233, 1.61521, 0.36577], [-0.30202, 2.52255, -1.38103]]
}

Model iv:
{
  "formula": "C4H9NOS",
  "method": "ωB97M-V/def2-TZVPD",
  "charge": 0,
  "gap_ev": 3.42,
  "lumo_energy_ev": -3.5,
  "symbols": ["C", "C", "C", "S", "C", "N", "O", "H", "H", "H", "H", "H", "H", "H", "H", "H"],
  "coordinates": [[0.59139, -0.11974, 1.33633], [0.62081, -1.16371, 0.22125], [1.04126, -0.45586, -1.09245], [2.47856, 0.55592, -0.83062], [-2.15142, 0.12679, 0.64678], [-2.71716, 1.26497, 0.17324], [-2.63134, -0.92155, 0.42436], [0.04169, -0.39593, 2.23173], [0.20669, 0.80064, 0.88621], [-0.34395, -1.64327, 0.09304], [1.39184, -1.90459, 0.42914], [0.20445, 0.22219, -1.32221], [1.29910, -1.21603, -1.82499], [1.64122, 0.08909, 1.61531], [-3.33612, 1.09885, -0.60849], [-2.34401, 2.18812, 0.30132]]
}

Relative energies, eV: model i 0.293; model ii 1.147; model iii 0.000; model iv 2.716.

Model i:
{
  "formula": "C4H9NOS",
  "method": "ωB97M-V/def2-TZVPD",
  "charge": 0,
  "gap_ev": 9.49,
  "smiles": "C=NO[C@H](C)SC",
  "lumo_energy_ev": 1.0,
  "symbols": ["C", "N", "O", "C", "C", "S", "C", "H", "H", "H", "H", "H", "H", "H", "H", "H"],
  "coordinates": [[2.59160, 0.18457, -0.50185], [1.36158, 0.55008, -0.42005], [0.61168, -0.64187, -0.29242], [-0.77698, -0.37880, -0.31753], [-1.22382, -0.17428, -1.77636], [-1.24970, 1.06344, 0.71003], [-0.63822, 0.33376, 2.27502], [2.83982, -0.88724, -0.46333], [3.35573, 0.92641, -0.51281], [-1.25036, -1.27320, 0.14627], [-0.66206, 0.70363, -2.16084], [-2.28709, 0.13919, -1.77561], [-1.01732, -1.01423, -2.51321], [0.24512, -0.22841, 2.02666], [-0.47250, 1.07727, 3.02622], [-1.42748, -0.38031, 2.54980]]
}

Model ii:
{
  "formula": "C4H9NOS",
  "method": "ωB97M-V/def2-TZVPD",
  "charge": 0,
  "gap_ev": 10.06,
  "smiles": "NC(=O)CCCS",
  "lumo_energy_ev": 0.7,
  "symbols": ["N", "C", "O", "C", "C", "C", "S", "H", "H", "H", "H", "H", "H", "H", "H", "H"],
  "coordinates": [[1.37197, 0.63637, 1.54230], [0.01223, 0.70416, 1.67834], [-0.52837, 0.92411, 2.74111], [-0.80320, 0.59522, 0.41990], [-0.11128, 0.47664, -0.93291], [0.32784, -0.90154, -1.35535], [-1.03460, -1.90982, -2.03583], [1.86124, 0.36649, 2.38525], [1.73530, 0.18274, 0.71790], [-1.45266, 1.47061, 0.43834], [-1.52645, -0.21254, 0.57003], [0.77416, 1.12748, -0.93900], [-0.72514, 0.99247, -1.67070], [0.71887, -1.48537, -0.52795], [1.06608, -0.88048, -2.15163], [-1.68600, -2.08654, -0.87983]]
}

Relative energies, eV: model i 2.872; model ii 0.000.

Model i:
{
  "formula": "C4H9NOS",
  "method": "ωB97M-V/def2-TZVPD",
  "charge": 0,
  "gap_ev": 9.94,
  "smiles": "C[C@H](CS)NC=O",
  "lumo_energy_ev": 0.6,
  "symbols": ["C", "C", "C", "S", "N", "C", "O", "H", "H", "H", "H", "H", "H", "H", "H", "H"],
  "coordinates": [[0.54923, 0.69253, 1.36564], [0.23429, -0.35212, 0.21499], [1.07556, -0.35844, -1.11442], [2.00076, 1.02225, -1.63123], [-1.14799, -0.08846, -0.31018], [-2.17807, -0.82819, 0.10333], [-1.98683, -1.96354, 0.63832], [0.18654, 0.21778, 2.31772], [0.40743, 1.75698, 1.42350], [1.67739, 0.70052, 1.47908], [0.35605, -1.32137, 0.59952], [1.82189, -1.22926, -0.94960], [0.30914, -0.74250, -1.90918], [1.04125, 1.86364, -1.47857], [-1.26325, 0.76942, -0.74771], [-3.08339, -0.13923, -0.00118]]
}

Model ii:
{
  "formula": "C4H9NOS",
  "method": "ωB97M-V/def2-TZVPD",
  "charge": 0,
  "gap_ev": 9.81,
  "smiles": "CC(C)(S)C(N)=O",
  "lumo_energy_ev": 0.7,
  "symbols": ["C", "C", "C", "S", "C", "N", "O", "H", "H", "H", "H", "H", "H", "H", "H", "H"],
  "coordinates": [[0.23394, 0.84194, -0.95530], [-0.12621, -0.10919, 0.22527], [0.24854, 0.64939, 1.60437], [0.79399, -1.76996, 0.34176], [-1.65565, -0.34208, 0.27400], [-2.03680, -1.56583, -0.09516], [-2.35150, 0.57830, 0.42351], [1.36414, 0.93011, -0.84765], [-0.19885, 0.50220, -2.01756], [-0.05894, 1.84518, -0.65431], [0.02392, 0.12089, 2.55539], [-0.58781, 1.46576, 1.57804], [1.20414, 1.10692, 1.66155], [1.16268, -1.95087, -0.86182], [-1.32912, -2.26717, 0.21397], [-3.02545, -1.81695, -0.13134]]
}

Relative energies, eV: model i 0.852; model ii 0.000.